## A
{"formula": "C4H12N2O", "method": "ωB97M-V with the def2-TZVPD basis set", "elements": ["N", "C", "C", "N", "C", "C", "O", "H", "H", "H", "H", "H", "H", "H", "H", "H", "H", "H", "H"], "coordinates": [[-2.244, -0.680, -0.628], [-1.685, 0.614, -0.963], [-0.876, 1.140, 0.202], [0.136, 0.215, 0.694], [1.107, -0.241, -0.284], [2.363, -0.614, 0.444], [2.051, -1.633, 1.414], [-2.399, -0.749, 0.362], [-2.833, -1.184, -1.259], [-2.398, 1.382, -1.290], [-0.986, 0.493, -1.798], [-0.384, 2.084, -0.083], [-1.506, 1.440, 1.048], [0.597, 0.609, 1.502], [0.704, -1.109, -0.799], [1.359, 0.571, -0.987], [2.703, 0.251, 1.028], [3.202, -0.983, -0.134], [1.089, -1.604, 1.531]], "homo_ev": -8.80, "homo_lumo_gap_ev": 9.8}

## B
{"formula": "C4H12N2O", "method": "ωB97M-V with the def2-TZVPD basis set", "elements": ["N", "C", "C", "N", "C", "C", "O", "H", "H", "H", "H", "H", "H", "H", "H", "H", "H", "H", "H"], "coordinates": [[2.324, 1.087, 0.959], [1.966, 0.544, -0.346], [1.203, -0.768, -0.315], [-0.125, -0.604, 0.293], [-1.007, 0.309, -0.464], [-2.441, -0.139, -0.277], [-2.876, 0.147, 1.058], [1.467, 1.239, 1.480], [2.841, 0.384, 1.470], [2.860, 0.396, -0.948], [1.388, 1.291, -0.901], [1.121, -1.173, -1.326], [1.738, -1.489, 0.303], [-0.572, -1.515, 0.266], [-0.971, 1.278, 0.032], [-0.699, 0.379, -1.511], [-2.530, -1.204, -0.490], [-3.122, 0.408, -0.912], [-2.565, -0.572, 1.631]], "homo_ev": -9.16, "homo_lumo_gap_ev": 10.1}

Pick the most stable structure from those above. Pick: B